1) A molecular structure, C5H7NS2, computed with ωB97M-V/def2-TZVPD.

The geometry in XYZ format:
```
15
Properties=species:S:1:pos:R:3:lowdin_charge:R:1
C 2.917 0.000 0.592 -0.4852
N 4.060 0.000 0.323 0.1474
C -1.455 0.000 -0.622 -0.3470
C -0.955 1.266 -0.006 -0.5179
S 0.781 1.569 -0.296 0.9215
C 1.539 0.000 0.067 -0.8449
S 0.782 -1.568 -0.297 0.9214
C -0.955 -1.266 -0.005 -0.5169
H -2.555 0.000 -0.517 0.1202
H -1.225 0.000 -1.724 0.1321
H -1.350 2.181 -0.518 0.0890
H -1.152 1.327 1.068 0.0864
H 2.068 0.000 1.386 0.1192
H -1.151 -1.327 1.068 0.0857
H -1.350 -2.181 -0.518 0.0889
```

For the HOMO energy, the calculation gives -8.048 eV. As for the LUMO energy: -0.144 eV.

2) A molecular structure, C5H7NS2, computed with ωB97M-V/def2-TZVPD.

The geometry in XYZ format:
```
15
Properties=species:S:1:pos:R:3:lowdin_charge:R:1
C -1.145 -0.892 -0.672 -0.4677
C 0.131 -0.304 0.116 -0.4961
C 0.698 0.741 -0.869 -0.2147
C -0.416 0.825 1.097 -0.0792
C 0.951 -1.627 0.448 -0.7041
H -1.062 -0.600 -1.817 0.0946
H 0.373 0.912 -1.992 0.1534
H 1.720 0.907 -0.511 0.1002
H 0.075 2.639 -0.101 0.1190
H 0.103 0.972 1.977 0.0731
H -1.506 0.892 1.381 0.1208
H 0.172 -2.056 1.163 0.0654
N -0.136 1.634 -0.134 -0.1019
S -2.323 -2.067 -0.048 0.5526
S 2.364 -1.976 -0.038 0.7846
```

For the HOMO energy, the calculation gives -8.652 eV. As for the LUMO energy: -1.042 eV.

Most stable one: 1), least stable one: 2).

1) 3 unconnected molecules or ions with the total composition C3H12N2O, computed with ωB97M-V/def2-TZVPD.

The geometry in XYZ format:
```
18
Properties=species:S:1:pos:R:3:lowdin_spin:R:1
C 2.130 -1.535 0.459 0.0019
C 2.913 -0.454 0.553 0.0040
N -0.330 2.340 0.147 0.0141
H 2.084 -2.385 1.124 0.0001
H -0.378 0.177 0.416 -0.0016
H 1.439 -1.658 -0.379 -0.0009
H 3.480 -0.294 1.465 0.0002
H 3.035 0.190 -0.303 0.0002
H -0.468 3.094 -0.521 0.0006
H 0.066 2.767 0.978 0.0001
H -1.284 2.100 0.395 -0.0002
N -1.713 -0.741 -1.502 0.5493
C -2.122 -0.572 -0.160 0.0240
O -0.995 -0.506 0.785 0.3602
H -1.410 0.133 -1.973 0.0131
H -1.055 -1.483 -1.715 0.0092
H -2.743 0.299 0.055 0.0065
H -2.647 -1.469 0.177 0.0192
```

For the HOMO energy (alpha / beta), the calculation gives -13.106 / -13.062 eV. Its expectation value of S² is 0.761. As for the LUMO energy (alpha / beta): -3.448 / -9.455 eV. The net charge is +1. The multiplicity is 2.

2) 3 unconnected molecules or ions with the total composition C3H12N2O, computed with ωB97M-V/def2-TZVPD.

The geometry in XYZ format:
```
18
Properties=species:S:1:pos:R:3:lowdin_spin:R:1
C 2.503 2.296 0.220 0.1785
C 1.297 2.624 -0.330 0.1256
N -2.651 -0.622 0.904 0.0068
H 3.329 2.018 -0.417 0.0082
H -1.016 -0.221 0.093 0.0020
H 2.623 2.477 1.280 0.0075
H 0.955 2.229 -1.285 -0.0024
H 0.418 2.731 0.299 -0.0008
H -2.357 -1.591 1.035 -0.0001
H -2.997 -0.277 1.793 0.0005
H -3.513 -0.701 0.373 -0.0002
N 0.139 -2.393 -0.173 0.0484
C 0.439 -1.237 -0.921 0.0525
O -0.428 -0.089 -0.710 0.5193
H -0.815 -2.691 -0.344 -0.0005
H 0.209 -2.254 0.821 0.0037
H 0.458 -1.504 -1.983 0.0218
H 1.406 -0.795 -0.654 0.0292
```

For the HOMO energy (alpha / beta), the calculation gives -14.961 / -13.551 eV. Its expectation value of S² is 0.758. As for the LUMO energy (alpha / beta): -2.868 / -9.280 eV. The net charge is +1. The multiplicity is 2.

Most stable one: 1), least stable one: 2).

1) 2 unconnected molecules or ions with the total composition C3H12N2O, computed with ωB97M-V/def2-TZVPD.

The geometry in XYZ format:
```
18
Properties=species:S:1:pos:R:3:lowdin_spin:R:1
N -1.445 -1.394 1.169 0.0266
C -0.289 -0.849 0.479 0.0405
C -0.383 0.660 0.163 0.0066
C -0.144 -1.603 -0.859 0.1120
N 0.093 -2.994 -0.610 0.7204
H -2.304 -1.196 0.660 0.0003
H -1.593 -0.945 2.067 0.0010
H 0.566 -1.006 1.138 -0.0008
H 0.396 1.013 -0.501 0.0008
H -0.407 1.203 1.112 0.0033
H -1.357 0.867 -0.277 0.0001
H -1.005 -1.519 -1.522 0.0089
H 0.732 -1.150 -1.339 0.0485
H -0.597 -3.635 -1.014 0.0160
H 0.269 -3.310 0.351 0.0156
H 2.935 4.994 -0.914 0.0000
H 2.388 5.490 0.411 0.0000
O 2.147 5.373 -0.514 0.0000
```

For the HOMO energy (alpha / beta), the calculation gives -13.535 / -13.535 eV. Its expectation value of S² is 0.754. As for the LUMO energy (alpha / beta): -3.320 / -8.588 eV. The net charge is +1. The multiplicity is 2.

2) 2 unconnected molecules or ions with the total composition C3H12N2O, computed with ωB97M-V/def2-TZVPD.

The geometry in XYZ format:
```
18
Properties=species:S:1:pos:R:3:lowdin_spin:R:1
N 1.881 -0.870 1.429 0.5634
C 0.590 -1.078 0.768 0.0609
C -0.178 0.212 0.736 0.1008
C -1.055 0.764 -0.431 0.0300
N -2.391 0.932 0.083 0.1726
H 2.042 -0.848 2.439 0.0138
H 2.276 -0.006 1.048 0.0070
H 0.674 -1.524 -0.226 0.0180
H 0.089 -1.846 1.349 0.0006
H 0.523 1.032 1.065 0.0125
H -0.784 0.395 1.632 0.0076
H -0.587 1.729 -0.615 0.0019
H -0.980 0.093 -1.287 0.0016
H -2.998 0.298 -0.419 0.0044
H -2.775 1.857 0.209 0.0044
H 0.512 -0.338 -2.254 -0.0001
H 1.868 -0.069 -2.946 0.0000
O 1.292 -0.734 -2.579 0.0008
```

For the HOMO energy (alpha / beta), the calculation gives -14.429 / -13.339 eV. Its expectation value of S² is 0.758. As for the LUMO energy (alpha / beta): -2.997 / -8.551 eV. The net charge is +1. The multiplicity is 2.

3) 2 unconnected molecules or ions with the total composition C3H12N2O, computed with ωB97M-V/def2-TZVPD.

The geometry in XYZ format:
```
18
Properties=species:S:1:pos:R:3:lowdin_spin:R:1
N -0.314 -0.721 -1.827 0.0028
C -0.568 -1.565 -0.659 0.0334
C -0.551 -0.815 0.699 0.0810
N 0.576 0.018 0.948 0.6471
C 0.463 1.222 1.688 0.0807
H -0.980 -0.902 -2.561 0.0004
H 0.593 -0.928 -2.217 0.0007
H 0.042 -2.459 -0.690 0.0001
H -1.608 -1.866 -0.735 0.0014
H -0.677 -1.593 1.461 0.0425
H -1.434 -0.179 0.701 0.0012
H 1.475 -0.448 1.042 0.0094
H -0.541 1.640 1.636 0.0023
H 1.247 1.908 1.389 0.0182
H 0.643 1.027 2.756 0.0457
H 0.105 1.245 -1.284 0.0003
H 0.603 2.665 -1.143 0.0014
O 0.926 1.752 -1.204 0.0314
```

For the HOMO energy (alpha / beta), the calculation gives -14.146 / -14.136 eV. Its expectation value of S² is 0.754. As for the LUMO energy (alpha / beta): -3.051 / -7.447 eV. The net charge is +1. The multiplicity is 2.

Most stable one: 3), least stable one: 2).

1) 2 unconnected molecules or ions with the total composition C4H8IN2, computed with ωB97M-V/def2-TZVPD.

The geometry in XYZ format:
```
15
Properties=species:S:1:pos:R:3:lowdin_charge:R:1
C -0.968 -1.334 0.790 -0.5460
C 2.217 -1.749 -0.569 -0.0170
C -0.329 0.003 -1.054 -0.0530
C -1.008 1.058 1.022 -0.0409
N 3.284 -2.094 -0.285 0.0992
N -0.794 -0.164 0.299 -0.2535
I -1.611 -1.779 2.701 1.0638
H -0.744 -2.198 0.173 0.0744
H 0.574 0.614 -1.057 0.1064
H -1.094 0.516 -1.641 0.1177
H -0.094 -0.951 -1.519 0.0675
H -1.740 0.931 1.818 0.0552
H -1.351 1.836 0.342 0.1132
H -0.065 1.387 1.470 0.1265
H 4.203 -2.401 -0.056 0.0866
```

For the HOMO energy, the calculation gives -14.404 eV. As for the LUMO energy: -4.422 eV. The net charge is +1.

2) A gas-phase ion, C4H8IN2 (charge +1), computed with ωB97M-V/def2-TZVPD.

The geometry in XYZ format:
```
15
Properties=species:S:1:pos:R:3:lowdin_charge:R:1
C 0.308 1.331 0.402 -0.1969
C -1.403 -0.513 0.112 -0.3264
C 1.588 -0.758 0.456 0.0949
C -0.717 -0.986 -1.013 -0.5466
N -0.892 0.784 0.709 0.0606
N 1.436 0.646 0.331 -0.0049
I -0.589 0.359 -2.646 0.9281
H 0.465 2.425 0.035 0.1867
H -2.455 -0.282 -0.183 0.1535
H -1.440 -1.220 0.827 0.0855
H 0.948 -1.188 1.219 0.0798
H 2.636 -1.206 0.238 0.1316
H -0.438 -1.984 -1.279 0.0408
H -1.580 1.486 1.017 0.1646
H 2.131 1.107 -0.226 0.1487
```

For the HOMO energy (alpha / beta), the calculation gives -12.871 / -12.484 eV. As for the LUMO energy (alpha / beta): -4.671 / -5.089 eV. The net charge is +1.

Most stable one: 1), least stable one: 2).

1) 2 unconnected molecules or ions with the total composition C3H9NO3, computed with ωB97M-V/def2-TZVPD.

The geometry in XYZ format:
```
16
Properties=species:S:1:pos:R:3:lowdin_charge:R:1
O -2.622 -0.331 -1.451 0.0133
C -1.752 -0.522 -0.586 -0.1885
C -0.461 0.317 -0.222 -0.2079
N -0.493 0.888 1.059 -0.0754
C 0.664 1.608 1.365 -0.2889
O 1.888 0.845 0.996 -0.1304
H -1.854 -1.386 0.233 0.1464
H -0.005 1.089 -0.834 0.1253
H 0.268 -0.580 -0.255 0.1079
H -0.637 0.261 1.843 0.1246
H 0.726 2.588 0.972 0.1049
H 0.693 1.640 2.464 0.1229
H 2.666 1.528 1.126 0.1336
O 1.572 -2.375 -1.271 -0.0792
H 2.179 -1.628 -1.320 0.0330
H 2.009 -3.254 -1.181 0.0583
```

Its structure (SMILES) is O=CCNCO.O. For the HOMO energy, the calculation gives -9.154 eV. As for the LUMO energy: 0.572 eV.

2) 2 unconnected molecules or ions with the total composition C3H9NO3, computed with ωB97M-V/def2-TZVPD.

The geometry in XYZ format:
```
16
Properties=species:S:1:pos:R:3:lowdin_charge:R:1
C -0.008 2.102 -0.822 -0.0788
C 0.248 0.996 0.211 -0.2051
N -0.930 0.113 0.273 0.0754
C -0.839 -1.021 -0.459 -0.6137
O 0.164 -1.534 -0.914 0.0685
O -2.046 -1.595 -0.659 0.1057
H -1.008 2.137 -1.234 0.0687
H 0.270 3.105 -0.491 0.0649
H 0.680 1.997 -1.672 0.0733
H 1.038 0.309 -0.045 0.0956
H 0.614 1.434 1.140 0.1107
H -1.848 0.417 0.548 0.1442
H -2.385 -1.939 -1.462 0.1016
O 1.902 -2.332 2.225 -0.0477
H 2.545 -1.674 2.038 0.0069
H 1.603 -2.515 1.322 0.0299
```

Its structure (SMILES) is CCNC(=O)O.O. For the HOMO energy, the calculation gives -10.096 eV. As for the LUMO energy: 0.658 eV.

Most stable one: 2), least stable one: 1).

1) 2 unconnected molecules or ions with the total composition C3H9NO3, computed with ωB97M-V/def2-TZVPD.

The geometry in XYZ format:
```
16
Properties=species:S:1:pos:R:3:lowdin_charge:R:1
C 2.053 -0.751 0.065 0.0033
C 1.494 0.454 -0.738 -0.5856
O 1.727 1.622 -0.488 0.0713
O 1.044 0.073 -1.953 0.0693
H 1.351 -1.591 0.055 0.0760
H 2.240 -0.436 1.095 0.0854
H 2.988 -1.077 -0.395 0.0877
H 0.896 0.923 -2.417 0.1348
C -2.144 0.672 1.095 -0.1107
N -1.074 0.076 0.305 -0.1533
O -1.635 -1.130 -0.278 -0.0996
H -3.026 0.860 0.478 0.0811
H -2.423 0.012 1.921 0.0756
H -1.803 1.624 1.510 0.0821
H -0.341 -0.268 0.954 0.0977
H -1.347 -1.063 -1.210 0.0848
```

Its structure (SMILES) is CC(=O)O.CNO. For the HOMO energy, the calculation gives -9.549 eV. As for the LUMO energy: 0.720 eV.

2) 2 unconnected molecules or ions with the total composition C3H9NO3, computed with ωB97M-V/def2-TZVPD.

The geometry in XYZ format:
```
16
Properties=species:S:1:pos:R:3:lowdin_charge:R:1
C 0.000 0.000 0.000 -0.1159
N -1.171 -0.853 0.171 -0.1162
C -1.759 -0.786 1.466 -0.3143
O -2.205 0.481 1.833 -0.0254
C -2.146 0.760 3.212 -0.2447
O -2.481 1.874 3.620 0.0573
H -0.180 0.991 0.450 0.0854
H 0.251 0.138 -1.065 0.0805
H 0.862 -0.465 0.507 0.0688
H -1.013 -1.790 -0.221 0.1248
H -2.580 -1.527 1.498 0.1368
H -0.973 -1.124 2.168 0.1177
H -1.804 -0.098 3.825 0.1446
O 2.676 -0.916 2.932 -0.0944
H 3.552 -0.815 2.495 0.0479
H 2.886 -1.225 3.842 0.0471
```

Its structure (SMILES) is CNCOC=O.O. For the HOMO energy, the calculation gives -8.856 eV. As for the LUMO energy: 0.565 eV.

3) 2 unconnected molecules or ions with the total composition C3H9NO3, computed with ωB97M-V/def2-TZVPD.

The geometry in XYZ format:
```
16
Properties=species:S:1:pos:R:3:lowdin_charge:R:1
N 0.911 0.919 0.772 0.0422
C 0.187 0.733 -0.477 -0.3733
C -1.300 0.741 -0.170 -0.2170
O -2.143 0.549 -1.007 0.0667
C 0.583 -0.573 -1.152 -0.2067
O 1.817 -0.483 -1.873 -0.0600
H 1.923 0.956 0.605 0.0827
H 0.697 1.847 1.121 0.0794
H 0.323 1.548 -1.196 0.1530
H -1.610 0.907 0.879 0.1308
H 0.689 -1.334 -0.370 0.1215
H -0.170 -0.842 -1.884 0.1199
H 2.294 0.299 -1.571 0.0731
O -0.663 -1.524 3.173 -0.0717
H -0.443 -1.871 2.289 0.0317
H 0.133 -1.599 3.702 0.0278
```

Its structure (SMILES) is N[C@H](C=O)CO.O. For the HOMO energy, the calculation gives -10.076 eV. As for the LUMO energy: 0.553 eV.

4) 2 unconnected molecules or ions with the total composition C3H9NO3, computed with ωB97M-V/def2-TZVPD.

The geometry in XYZ format:
```
16
Properties=species:S:1:pos:R:3:lowdin_charge:R:1
C -1.223 1.010 -1.762 -0.1332
N -0.608 -0.286 -1.604 -0.1177
C 0.333 -0.329 -0.525 -0.1759
C 0.891 -1.700 -0.303 -0.5122
O 0.379 -2.763 -0.487 0.1227
O 2.152 -1.598 0.225 0.0770
H -1.902 0.989 -2.601 0.0750
H -1.722 1.266 -0.828 0.0808
H -0.478 1.807 -1.927 0.0790
H -0.207 -0.616 -2.468 0.1152
H 1.181 0.374 -0.601 0.1309
H -0.143 -0.060 0.422 0.1376
H 2.424 -2.523 0.351 0.1215
O -0.226 1.669 3.711 -0.0687
H -0.217 0.717 3.896 0.0369
H -0.634 2.041 4.501 0.0311
```

Its structure (SMILES) is CNCC(=O)O.O. For the HOMO energy, the calculation gives -9.019 eV. As for the LUMO energy: 0.609 eV.

Most stable one: 4), least stable one: 1).

1) 2 unconnected molecules or ions with the total composition C3H9NO3, computed with ωB97M-V/def2-TZVPD.

The geometry in XYZ format:
```
16
Properties=species:S:1:pos:R:3:lowdin_charge:R:1
O 2.401 0.779 0.346 0.0584
C 1.584 1.233 -0.399 -0.2312
C 0.296 0.465 -0.695 -0.2129
N -0.823 0.661 0.243 -0.0334
C -1.796 -0.436 0.003 -0.2569
O -2.500 -0.259 -1.228 -0.0546
H 1.766 2.167 -0.975 0.1208
H 0.020 0.700 -1.742 0.1138
H 0.626 -0.581 -0.687 0.1183
H -1.262 1.510 -0.102 0.1063
H -2.633 -0.331 0.674 0.1163
H -1.157 -1.303 0.123 0.1167
H -2.055 -0.614 -1.994 0.0704
O 1.571 -1.606 1.904 -0.0796
H 2.229 -1.732 2.609 0.0423
H 1.734 -0.654 1.920 0.0054
```

Its structure (SMILES) is O=CCNCO.O. For the HOMO energy, the calculation gives -9.675 eV. As for the LUMO energy: 0.696 eV.

2) 2 unconnected molecules or ions with the total composition C3H9NO3, computed with ωB97M-V/def2-TZVPD.

The geometry in XYZ format:
```
16
Properties=species:S:1:pos:R:3:lowdin_charge:R:1
N 0.517 -1.694 -1.461 -0.0267
C 0.173 -0.313 -1.094 -0.2508
C 1.286 0.263 -0.165 -0.0864
C 0.638 0.815 1.100 -0.5134
O -0.533 1.034 1.194 0.1067
O 1.575 1.136 2.050 0.0785
H 0.760 -2.301 -0.694 0.0630
H 1.278 -1.686 -2.122 0.0560
H -0.088 0.374 -1.963 0.1363
H -0.805 -0.446 -0.627 0.0859
H 1.741 1.141 -0.633 0.1224
H 2.084 -0.429 0.100 0.1166
H 1.303 1.987 2.445 0.1280
O -3.678 -0.015 0.535 -0.0662
H -3.089 -0.647 0.966 0.0301
H -3.161 0.779 0.369 0.0200
```

Its structure (SMILES) is NCCC(=O)O.O. For the HOMO energy, the calculation gives -9.350 eV. As for the LUMO energy: 0.489 eV.

Most stable one: 2), least stable one: 1).